No. 1
DFT (wB97M-V/def2-TZVPD) results for a molecular structure, C7H15N2 at a distorted geometry.

HOMO-LUMO gap: 8.49 eV
Relative energy (zero: lowest compared OMol25 entry of this formula, charge and spin): 55.79 kcal per mole
Charge: +1
LUMO: -3.97 eV

Geometry (Å):
C1 1.68998 0.63800 1.13230
C2 0.95925 0.56459 -1.36989
C3 0.53641 1.17431 1.98120
C4 0.64054 -0.93915 -1.47464
C5 0.87017 0.99041 0.00737
C6 -1.45296 1.92563 0.48764
C7 -0.86245 -1.98612 0.30683
N1 -0.20504 1.31439 0.68767
N2 -0.64603 -1.33374 -0.98670
H1 2.65389 1.26213 1.28440
H2 1.73481 -0.43998 1.24989
H3 1.98276 0.75564 -1.62126
H4 0.35354 1.09117 -2.16795
H5 0.02926 0.52687 2.62573
H6 0.75886 2.19444 2.36012
H7 0.66935 -1.09421 -2.57436
H8 1.39885 -1.51401 -0.90815
H9 -1.55006 2.52305 -0.46687
H10 -2.17719 1.17744 0.42508
H11 -1.67148 2.33542 1.42369
H12 -1.35466 -1.25735 0.89595
H13 -1.40168 -2.93381 0.22081
H14 0.15689 -2.23484 0.76496
H15 -1.29486 -1.73464 -1.68378


No. 2
DFT (wB97M-V/def2-TZVPD) results for a gas-phase ion, C7H15N2OS (charge +1) at a distorted geometry.

HOMO-LUMO gap: 8.91 eV
Relative energy (zero: lowest compared OMol25 entry of this formula, charge and spin): 31.33 kcal per mole
Charge: +1
LUMO: -3.76 eV

Geometry (Å):
C1 -1.41598 -0.98603 1.80064
C2 -0.83761 1.04511 -1.24346
C3 -1.52578 0.53885 1.93799
C4 1.17365 1.01136 -2.19469
C5 0.29254 1.04602 -0.17679
C6 2.75724 1.15546 -0.32151
C7 -0.41836 -2.56129 0.22086
N1 1.43049 1.12134 -0.79014
N2 -1.22537 -1.38999 0.43564
O1 -0.11746 0.49785 -2.30452
S1 0.04186 1.35923 1.48158
H1 -0.66403 -1.32360 2.52929
H2 -2.37184 -1.44216 2.29631
H3 -1.68962 0.35943 -1.17445
H4 -1.12580 2.14592 -1.39628
H5 -2.28756 0.77145 1.18243
H6 -1.72000 0.98271 2.91522
H7 1.24959 1.99812 -2.65688
H8 1.94540 0.37097 -2.66641
H9 3.22823 2.12409 -0.44268
H10 2.86374 1.21926 0.75285
H11 3.29407 0.30577 -0.72626
H12 -0.62478 -3.14902 1.20616
H13 -0.66509 -3.14547 -0.70926
H14 0.57843 -2.49716 0.00708
H15 -2.16596 -1.55821 0.03729


No. 3
DFT (wB97M-V/def2-TZVPD) results for a gas-phase ion, C7H15N4 (charge +1) at a distorted geometry.

HOMO-LUMO gap: 9.57 eV
Relative energy (zero: lowest compared OMol25 entry of this formula, charge and spin): 83.85 kcal per mole
Charge: +1
LUMO: -3.40 eV

Geometry (Å):
H1 -1.18901 -1.72431 0.23156
N1 -0.79794 -1.07632 -0.33411
C1 0.28103 -0.57137 0.04524
C2 0.89426 0.39616 -0.95841
C3 2.35685 0.19107 -1.29675
N2 0.26017 1.34780 -1.55262
N3 -1.00966 1.72203 -1.40660
C4 -1.99475 1.06165 -1.89655
N4 -3.24958 1.93456 -1.72332
C5 1.06318 -1.01230 1.26694
C6 0.84247 0.17215 2.28368
C7 0.70169 -2.27278 1.89949
H2 2.38023 -0.44549 -2.15416
H3 2.77410 -0.20162 -0.42584
H4 2.85392 1.15815 -1.61635
H5 -2.05756 0.04483 -2.06432
H6 -3.95101 1.90390 -2.47834
H7 -2.89779 2.93062 -1.55199
H8 -3.64910 1.80506 -0.81202
H9 2.13186 -1.00333 1.05319
H10 1.65706 0.13847 2.98678
H11 -0.11622 0.27511 2.62757
H12 1.10048 1.07363 1.65418
H13 0.29967 -2.17864 2.95119
H14 1.47985 -3.08026 1.97507
H15 -0.16417 -2.58879 1.29649


No. 4
DFT (wB97M-V/def2-TZVPD) results for a molecular structure, C7H15N4 at a distorted geometry.

HOMO-LUMO gap: 9.75 eV
Relative energy (zero: lowest compared OMol25 entry of this formula, charge and spin): 64.47 kcal per mole
Charge: +1
LUMO: -3.37 eV

Geometry (Å):
C1 -1.88179 -1.08997 -0.53113
C2 -0.08560 0.41775 1.14707
C3 -2.07595 -1.27150 0.96279
C4 -1.44990 -0.00718 1.59270
C5 0.35262 -0.27407 -0.31105
C6 2.48913 -1.12444 0.65167
C7 -0.24191 1.94675 -1.77404
N1 -0.80073 -0.72544 -1.04776
N2 0.50916 1.32563 1.75382
N3 1.41025 -1.17474 -0.34107
N4 0.90875 1.14659 -1.44975
H1 -2.63508 -1.30736 -1.24023
H2 -3.22438 -1.43477 1.09222
H3 -1.65963 -2.27056 1.18977
H4 -1.60103 -0.18767 2.64325
H5 -2.12548 0.88342 1.35681
H6 2.09995 -1.69502 1.52974
H7 3.31760 -1.81289 0.17646
H8 2.79270 -0.09466 0.79922
H9 -1.08285 1.32983 -2.06428
H10 -0.58821 2.56255 -1.04249
H11 0.13523 2.56091 -2.50516
H12 1.25191 1.81201 1.36618
H13 1.27676 -2.04974 -0.74442
H14 1.57103 1.85228 -0.99700
H15 1.33743 0.68227 -2.21332


No. 5
DFT (wB97M-V/def2-TZVPD) results for a molecular structure, C7H15N4 at a distorted geometry.

HOMO-LUMO gap: 7.87 eV
Relative energy (zero: lowest compared OMol25 entry of this formula, charge and spin): 101.65 kcal per mole
Charge: +1
LUMO: -4.45 eV

Geometry (Å):
C1 1.51886 0.07076 -0.88409
C2 2.52883 -0.39646 0.02684
C3 0.38160 -0.20263 -0.15423
C4 1.58550 0.46698 -2.31030
C5 3.98034 -0.57210 -0.31129
C6 -0.16823 -1.16733 2.13950
C7 -1.42900 0.52276 -0.33372
N1 2.00964 -0.78553 1.17712
N2 0.71494 -0.67938 1.11417
N3 -1.37337 1.73188 -0.73371
N4 -3.84040 -0.22590 1.01156
H1 1.93143 1.65207 -2.34465
H2 2.15929 -0.16181 -3.02906
H3 0.55883 0.53326 -2.75166
H4 3.94725 -1.62260 -0.64286
H5 4.19356 0.09793 -1.14489
H6 4.45940 -0.35603 0.53348
H7 -0.33693 -0.42159 2.99861
H8 -1.17947 -1.39087 1.72728
H9 0.31015 -2.15612 2.45091
H10 -2.46931 0.17287 -0.33673
H11 -2.37364 2.17838 -0.85019
H12 -0.52672 2.33638 -0.67953
H13 -3.99351 0.76660 1.35197
H14 -3.56005 -0.83526 1.75038
H15 -4.67280 -0.31178 0.36184


- Look up the relative energy (zero: lowest compared OMol25 entry of this formula, charge and spin) of the fifth one.
  101.65 kcal per mole


- What is the HOMO-LUMO gap in the second record?
  8.91 eV


- What is the formula in the second record?
  C7H15N2OS


Repeat the first record exactly.
DFT (wB97M-V/def2-TZVPD) results for a molecular structure, C7H15N2 at a distorted geometry.

HOMO-LUMO gap: 8.49 eV
Relative energy (zero: lowest compared OMol25 entry of this formula, charge and spin): 55.79 kcal per mole
Charge: +1
LUMO: -3.97 eV

Geometry (Å):
C1 1.68998 0.63800 1.13230
C2 0.95925 0.56459 -1.36989
C3 0.53641 1.17431 1.98120
C4 0.64054 -0.93915 -1.47464
C5 0.87017 0.99041 0.00737
C6 -1.45296 1.92563 0.48764
C7 -0.86245 -1.98612 0.30683
N1 -0.20504 1.31439 0.68767
N2 -0.64603 -1.33374 -0.98670
H1 2.65389 1.26213 1.28440
H2 1.73481 -0.43998 1.24989
H3 1.98276 0.75564 -1.62126
H4 0.35354 1.09117 -2.16795
H5 0.02926 0.52687 2.62573
H6 0.75886 2.19444 2.36012
H7 0.66935 -1.09421 -2.57436
H8 1.39885 -1.51401 -0.90815
H9 -1.55006 2.52305 -0.46687
H10 -2.17719 1.17744 0.42508
H11 -1.67148 2.33542 1.42369
H12 -1.35466 -1.25735 0.89595
H13 -1.40168 -2.93381 0.22081
H14 0.15689 -2.23484 0.76496
H15 -1.29486 -1.73464 -1.68378